C5H7BrINO | wB97M-V/def2-TZVPD

ORCA input file:
```
! wB97M-V def2-TZVPD RIJCOSX def2/J DEFGRID3
* xyz 0 1
C -0.322 0.018 -0.495
C 0.789 -0.824 -0.060
C 0.631 -2.240 0.350
C -0.187 1.460 -0.845
C 0.039 2.324 0.412
N 0.424 3.655 0.006
O -0.099 4.579 0.588
Br -2.078 -0.675 -0.383
I 2.745 -0.054 -0.124
H 1.488 -2.837 0.040
H 0.548 -2.314 1.437
H -0.271 -2.670 -0.084
H 0.659 1.618 -1.519
H -1.095 1.803 -1.344
H 0.920 1.942 0.943
H -0.824 2.306 1.089
*
```

Results
SMILES: C/C(I)=C(\Br)CCN=O
Frontier orbital gap: 8.704 eV
Energy relative to the best compared isomer or geometry (same formula, charge and spin): 0.0 kJ/mol
Highest occupied orbital energy: -8.776 eV
DFT total energy: -86975.9643 eV

Results of the Löwdin charge analysis, in e, for atoms 1 through 2: -0.72, -0.76

***

C5H7BrN2 | wB97M-V/def2-TZVPD

ORCA input file:
```
! wB97M-V def2-TZVPD RIJCOSX def2/J DEFGRID3
* xyz 0 1
C 0.192 0.115 -0.232
C 0.473 0.162 -2.007
C 0.717 1.379 0.044
C -0.952 -0.805 1.641
C -0.341 -1.108 0.328
N 1.014 1.311 -2.226
N 1.213 2.076 -1.155
Br 0.204 -1.126 -3.239
H -0.090 2.041 0.364
H 1.386 1.477 0.892
H -1.968 -0.503 1.406
H -0.382 0.066 1.978
H -0.993 -1.707 2.308
H -1.050 -1.608 -0.425
H 0.575 -1.769 0.324
*
```

Results
SMILES: CCC1=C(Br)N=NC1
Frontier orbital gap (alpha / beta): 8.159 / 7.467 eV
Energy relative to the best compared isomer or geometry (same formula, charge and spin): 379.1 kJ/mol
Highest occupied orbital energy (alpha / beta): -8.350 / -8.082 eV
DFT total energy: -78316.2993 eV

Results of the Löwdin charge analysis, in e, for atoms 1 through 2: -0.10, -0.76

***

C5H7BrNO | wB97M-V/def2-TZVPD

ORCA input file:
```
! wB97M-V def2-TZVPD RIJCOSX def2/J DEFGRID3
* xyz 1 1
C 1.407 -0.553 -1.276
C 1.776 -0.186 0.122
C 0.146 -0.703 -1.612
C 0.761 -0.148 0.981
C -0.786 -0.290 0.480
N -1.531 1.082 0.617
O -0.969 -0.670 -0.806
Br 0.811 0.217 2.873
H 2.079 -0.839 -2.001
H 2.938 -0.150 0.217
H -0.377 -0.995 -2.523
H -1.215 -1.006 1.137
H -1.442 1.462 1.541
H -2.477 1.016 0.224
H -1.122 1.764 0.025
*
```

Results
SMILES: [NH3+][C@H]1OC=CC=C1Br
Frontier orbital gap: 9.264 eV
Energy relative to the best compared isomer or geometry (same formula, charge and spin): 73.4 kJ/mol
Highest occupied orbital energy: -12.912 eV
DFT total energy: -78869.6483 eV

Results of the Löwdin charge analysis, in e, for atoms 1 through 2: -0.04, -0.07